# 1
Molecular formula: C20H70N8O15
Method: DFT, the ωB97M-V functional and the def2-TZVPD basis

Geometry (Å):
1 C 7.478 -6.318 -3.065
2 C 6.043 -6.462 -2.745
3 O 5.479 -5.158 -2.691
4 H 7.576 -6.009 -4.120
5 H 7.981 -7.264 -2.855
6 H 7.956 -5.614 -2.406
7 H 6.050 -6.796 -1.665
8 H 5.468 -7.207 -3.334
9 H 4.546 -5.408 -2.597
10 C 2.496 1.586 -4.723
11 C 2.950 0.427 -3.924
12 O 2.902 -0.737 -4.728
13 H 2.845 1.722 -5.698
14 H 2.827 2.498 -4.191
15 H 1.424 1.587 -4.856
16 H 2.388 0.390 -2.982
17 H 3.910 0.535 -3.614
18 H 3.229 -1.394 -4.120
19 C 1.506 -5.446 -8.628
20 C 1.342 -6.487 -7.599
21 O 2.081 -6.073 -6.449
22 H 1.096 -4.577 -8.166
23 H 0.859 -5.711 -9.426
24 H 2.503 -5.399 -8.971
25 H 1.754 -7.402 -7.927
26 H 0.344 -6.829 -7.276
27 H 1.517 -5.492 -5.926
28 C 2.117 -4.938 -1.830
29 C 1.985 -5.715 -3.078
30 O 3.028 -6.643 -3.198
31 H 3.105 -4.475 -1.802
32 H 2.013 -5.591 -0.932
33 H 1.424 -4.078 -1.947
34 H 1.969 -5.095 -3.909
35 H 1.048 -6.252 -3.025
36 H 2.699 -7.268 -3.835
37 C 3.278 0.403 -8.704
38 C 4.475 0.542 -9.585
39 O 4.747 1.914 -9.881
40 H 3.166 -0.634 -8.490
41 H 2.317 0.669 -9.219
42 H 3.524 0.999 -7.830
43 H 4.220 0.085 -10.554
44 H 5.341 -0.021 -9.192
45 H 5.647 2.065 -10.203
46 C -0.051 -0.086 -7.000
47 O -0.510 0.552 -8.172
48 N -0.828 -0.295 -6.047
49 N 1.200 -0.377 -6.808
50 H -1.746 0.141 -6.124
51 H -0.408 -0.462 -5.116
52 H 1.682 -0.204 -7.677
53 H 1.710 -0.599 -5.927
54 C 5.208 -6.300 -7.488
55 O 6.113 -5.679 -8.343
56 N 5.280 -6.233 -6.176
57 N 4.326 -7.202 -7.891
58 H 6.034 -5.640 -5.747
59 H 4.460 -6.404 -5.608
60 H 4.055 -7.079 -8.883
61 H 3.467 -7.316 -7.291
62 C 7.384 -3.088 -4.375
63 O 6.798 -3.929 -5.394
64 N 7.257 -3.350 -3.165
65 N 8.123 -2.055 -4.594
66 H 6.754 -4.246 -2.977
67 H 7.856 -2.835 -2.514
68 H 8.251 -1.792 -5.618
69 H 8.604 -1.492 -3.921
70 C -0.154 -3.639 -5.739
71 O -0.158 -4.949 -5.382
72 N 0.865 -2.958 -5.831
73 N -1.217 -2.909 -5.889
74 H 1.733 -3.463 -5.690
75 H 0.887 -1.958 -6.145
76 H -2.137 -3.403 -5.807
77 H -1.238 -1.816 -6.030
78 C 3.848 -3.283 -6.435
79 O 3.648 -3.662 -5.072
80 H 3.289 -3.948 -7.200
81 H 4.876 -3.332 -6.750
82 H 3.544 -2.241 -6.600
83 H 4.487 -3.937 -4.693
84 C 5.041 -3.094 -10.045
85 O 4.804 -3.959 -11.077
86 H 4.330 -2.360 -10.090
87 H 5.943 -2.534 -10.224
88 H 5.112 -3.585 -9.035
89 H 5.388 -4.702 -10.957
90 C 5.753 0.456 -5.949
91 O 6.230 1.328 -6.978
92 H 6.565 -0.121 -5.471
93 H 5.118 -0.286 -6.437
94 H 5.263 1.112 -5.286
95 H 5.594 2.032 -7.151
96 C 7.425 -1.558 -7.871
97 O 8.233 -0.827 -7.012
98 H 7.327 -0.956 -8.766
99 H 6.468 -1.698 -7.363
100 H 7.835 -2.473 -8.254
101 H 7.960 0.036 -6.849
102 C 4.553 -2.114 -1.328
103 O 5.021 -1.853 -2.673
104 H 4.817 -1.351 -0.600
105 H 4.943 -3.098 -1.033
106 H 3.530 -2.187 -1.240
107 H 5.861 -2.292 -2.856
108 C 0.918 -2.322 -9.831
109 O 0.140 -3.301 -10.627
110 H 1.776 -2.798 -9.311
111 H 0.348 -1.932 -9.040
112 H 1.363 -1.499 -10.451
113 H -0.249 -3.931 -9.965

Output
LUMO energy   0.02 eV
Spin multiplicity   1
Orbital gap   8.689 eV
F_max   0.22182 hartree/bohr
Relative energy (zero: lowest compared OMol25 entry of this formula, charge and spin)   66.6 kcal/mol


# 2
Molecular formula: C20H70O24
Method: DFT, the ωB97M-V functional and the def2-TZVPD basis

Geometry (Å):
1 C 8.566 4.535 23.142
2 C 7.316 4.003 22.430
3 O 7.077 2.629 22.758
4 O 9.840 3.966 22.763
5 H 8.539 4.434 24.215
6 H 8.688 5.582 22.876
7 H 7.428 4.133 21.363
8 H 6.428 4.596 22.724
9 H 7.772 1.951 22.494
10 H 9.897 3.034 23.100
11 C 3.796 2.211 24.209
12 C 2.418 1.589 24.440
13 O 2.260 1.192 25.797
14 O 4.806 1.213 23.973
15 H 3.991 2.815 25.112
16 H 3.677 2.684 23.232
17 H 2.215 0.677 23.787
18 H 1.666 2.342 24.285
19 H 2.837 0.447 25.946
20 H 5.644 1.649 23.799
21 C 4.750 -3.248 25.887
22 C 3.581 -2.524 25.240
23 O 3.752 -1.116 25.151
24 O 5.859 -2.738 25.116
25 H 4.604 -4.276 25.733
26 H 4.944 -3.097 26.935
27 H 2.762 -2.720 25.900
28 H 3.397 -2.943 24.213
29 H 4.345 -0.847 24.454
30 H 6.719 -2.932 25.567
31 C 9.817 0.014 24.097
32 C 8.969 -0.500 22.937
33 O 8.549 0.609 22.145
34 O 10.822 0.945 23.627
35 H 10.194 -0.803 24.705
36 H 9.139 0.611 24.703
37 H 8.136 -1.090 23.320
38 H 9.556 -1.134 22.253
39 H 8.451 0.212 21.174
40 H 11.311 0.562 22.879
41 C 8.399 2.293 18.304
42 C 8.397 3.754 17.961
43 O 7.632 4.593 18.840
44 O 7.219 1.598 17.947
45 H 8.631 2.166 19.390
46 H 9.224 1.827 17.744
47 H 7.879 3.782 16.976
48 H 9.380 4.173 17.919
49 H 8.290 5.040 19.349
50 H 6.492 1.788 18.523
51 C 7.711 -4.840 20.604
52 C 6.821 -4.638 21.806
53 O 7.324 -3.593 22.619
54 O 7.470 -3.770 19.691
55 H 7.511 -5.820 20.162
56 H 8.750 -4.930 20.930
57 H 6.789 -5.539 22.471
58 H 5.827 -4.410 21.446
59 H 6.572 -3.383 23.229
60 H 7.410 -3.942 18.780
61 C 7.359 -5.593 16.195
62 C 6.274 -4.560 16.385
63 O 6.773 -3.244 16.127
64 O 8.353 -5.599 17.214
65 H 7.909 -5.398 15.296
66 H 6.809 -6.540 16.199
67 H 5.871 -4.534 17.416
68 H 5.452 -4.893 15.752
69 H 6.042 -2.599 16.251
70 H 9.061 -4.974 17.080
71 C 5.229 -1.283 19.796
72 C 5.414 -0.577 21.074
73 O 4.104 -0.355 21.699
74 O 4.391 -0.491 18.835
75 H 4.664 -2.178 19.990
76 H 6.179 -1.621 19.329
77 H 5.872 0.419 20.926
78 H 5.941 -1.199 21.801
79 H 4.336 0.146 22.483
80 H 3.512 -0.472 19.236
81 C 4.205 3.449 20.189
82 C 3.007 2.461 20.183
83 O 2.147 2.986 21.169
84 O 5.051 3.141 19.080
85 H 4.787 3.456 21.135
86 H 3.617 4.341 20.034
87 H 3.351 1.441 20.469
88 H 2.625 2.429 19.165
89 H 1.460 3.505 20.754
90 H 5.833 3.745 19.071
91 O 8.318 -0.708 17.101
92 H 7.474 -0.259 17.333
93 H 7.993 -1.476 16.588
94 O 8.347 -0.909 19.925
95 H 8.496 -0.829 18.962
96 H 8.061 -1.828 20.074
97 O 3.169 -3.216 21.502
98 H 2.918 -3.591 20.640
99 H 3.038 -2.234 21.475
100 O 2.556 -3.491 18.421
101 H 2.686 -3.221 17.502
102 H 2.246 -2.635 18.730
103 C 0.446 -1.427 20.865
104 O 1.301 -1.078 19.795
105 H 0.761 -2.310 21.392
106 H 0.332 -0.608 21.532
107 H -0.586 -1.552 20.437
108 H 0.739 -0.459 19.313
109 C 4.688 -0.353 15.666
110 O 4.662 -1.455 16.531
111 H 3.766 0.205 15.678
112 H 5.485 0.365 15.861
113 H 4.758 -0.656 14.594
114 H 4.557 -1.176 17.484

Output
LUMO energy   0.20 eV
Spin multiplicity   1
Orbital gap   9.686 eV
F_max   0.05389 hartree/bohr
Relative energy (zero: lowest compared OMol25 entry of this formula, charge and spin)   0.0 kcal/mol


# 3
Molecular formula: C20H71BrN29O14P
Method: DFT, the ωB97M-V functional and the def2-TZVPD basis

Geometry (Å):
1 C 2.110 4.336 1.396
2 C 1.011 3.299 1.033
3 Br 0.035 4.050 -0.565
4 C 1.423 1.828 0.654
5 P 3.168 1.214 1.015
6 C 3.806 0.654 -0.698
7 C 5.206 1.308 -0.987
8 C 5.031 2.807 -1.368
9 N 4.549 3.012 -2.770
10 H 3.135 4.088 1.102
11 H 2.005 4.597 2.477
12 H 1.864 5.285 0.863
13 H 0.261 3.265 1.848
14 H 1.152 1.668 -0.415
15 H 0.732 1.149 1.218
16 H 3.063 -0.013 1.737
17 H 3.146 1.008 -1.519
18 H 3.875 -0.452 -0.728
19 H 5.759 1.219 -0.041
20 H 5.733 0.807 -1.822
21 H 4.255 3.239 -0.687
22 H 5.976 3.391 -1.264
23 H 4.646 4.007 -2.973
24 H 3.543 2.839 -2.732
25 C 6.509 3.384 2.479
26 O 7.030 2.386 2.006
27 N 7.250 4.347 3.101
28 N 5.172 3.635 2.452
29 H 6.859 5.176 3.504
30 H 8.241 4.202 3.150
31 H 4.512 2.970 1.996
32 H 4.778 4.455 2.872
33 C -3.067 3.030 2.874
34 O -2.349 2.073 3.148
35 N -4.334 3.155 3.350
36 N -2.656 4.044 2.073
37 H -4.935 3.929 3.137
38 H -4.675 2.423 3.946
39 H -1.723 3.982 1.706
40 H -3.222 4.836 1.834
41 C -4.071 -0.783 0.942
42 O -4.423 0.144 0.216
43 N -3.241 -0.603 2.005
44 N -4.482 -2.064 0.746
45 H -2.941 -1.350 2.614
46 H -2.915 0.340 2.179
47 H -5.096 -2.234 -0.029
48 H -4.211 -2.837 1.328
49 C 3.916 -1.386 -3.973
50 O 4.407 -1.003 -2.919
51 N 3.700 -2.709 -4.243
52 N 3.547 -0.530 -4.956
53 H 3.299 -3.044 -5.097
54 H 3.962 -3.369 -3.535
55 H 3.688 0.449 -4.789
56 H 3.142 -0.819 -5.825
57 C -1.210 -1.389 5.010
58 O -1.743 -2.354 4.474
59 N -0.258 -1.524 5.978
60 N -1.525 -0.111 4.678
61 H 0.191 -0.750 6.428
62 H -0.003 -2.457 6.243
63 H -2.217 0.020 3.970
64 H -1.106 0.697 5.096
65 C 9.259 -0.524 0.539
66 O 8.188 -1.106 0.557
67 N 10.425 -1.152 0.194
68 N 9.390 0.793 0.860
69 H 11.317 -0.698 0.172
70 H 10.366 -2.123 -0.047
71 H 8.554 1.298 1.121
72 H 10.265 1.279 0.853
73 C 5.416 -0.320 -8.304
74 O 4.243 -0.674 -8.223
75 N 6.379 -1.114 -8.830
76 N 5.839 0.898 -7.865
77 H 7.342 -0.847 -8.900
78 H 6.102 -2.022 -9.157
79 H 5.149 1.509 -7.466
80 H 6.790 1.209 -7.918
81 C -6.342 -4.848 2.233
82 O -5.304 -4.774 1.577
83 N -7.234 -3.832 2.275
84 N -6.671 -5.951 2.965
85 H -8.087 -3.856 2.799
86 H -7.015 -3.006 1.751
87 H -6.026 -6.719 2.954
88 H -7.511 -6.029 3.505
89 C 7.766 -4.133 -7.334
90 O 7.101 -3.801 -8.305
91 N 8.804 -5.011 -7.424
92 N 7.523 -3.649 -6.086
93 H 9.362 -5.296 -6.642
94 H 9.010 -5.386 -8.331
95 H 6.762 -2.999 -5.985
96 H 8.053 -3.905 -5.276
97 C -5.594 -7.039 -2.300
98 O -6.201 -7.201 -3.349
99 N -4.292 -7.411 -2.143
100 N -6.164 -6.474 -1.201
101 H -3.775 -7.286 -1.293
102 H -3.837 -7.830 -2.932
103 H -7.121 -6.186 -1.280
104 H -5.682 -6.329 -0.329
105 C -9.092 -0.578 2.368
106 O -8.408 -1.560 2.629
107 N -10.355 -0.418 2.845
108 N -8.636 0.432 1.574
109 H -10.927 0.378 2.642
110 H -10.724 -1.148 3.437
111 H -7.705 0.343 1.204
112 H -9.174 1.244 1.344
113 C -12.203 -2.485 5.837
114 O -11.460 -2.454 4.865
115 N -11.771 -2.193 7.094
116 N -13.520 -2.813 5.740
117 H -12.359 -2.212 7.904
118 H -10.803 -1.947 7.199
119 H -13.871 -3.035 4.826
120 H -14.146 -2.845 6.521
121 C 1.501 1.810 -6.724
122 O 1.654 1.231 -5.657
123 N 0.691 2.900 -6.862
124 N 2.135 1.405 -7.857
125 H 0.554 3.387 -7.726
126 H 0.211 3.220 -6.041
127 H 2.735 0.597 -7.775
128 H 2.038 1.855 -8.747
129 C -2.081 6.483 5.421
130 O -1.393 6.946 4.525
131 N -2.027 6.950 6.701
132 N -2.959 5.461 5.215
133 H -2.582 6.585 7.452
134 H -1.391 7.702 6.887
135 H -3.021 5.094 4.282
136 H -3.533 5.064 5.934

Output
LUMO energy   0.34 eV
Spin multiplicity   1
Orbital gap   8.240 eV
F_max   0.02812 hartree/bohr


# 4
Molecular formula: C20H75N5O15
Method: DFT, the ωB97M-V functional and the def2-TZVPD basis

Geometry (Å):
1 C -1.365 2.446 -0.543
2 C -2.554 1.463 -0.653
3 C -3.686 1.976 -1.553
4 O -4.430 3.102 -1.149
5 C -5.066 2.955 0.095
6 N -2.112 0.153 -1.051
7 H -0.971 2.825 -1.486
8 H -0.603 1.988 0.088
9 H -1.791 3.351 -0.110
10 H -2.958 1.274 0.342
11 H -4.403 1.199 -1.821
12 H -3.223 2.178 -2.519
13 H -5.989 2.427 -0.143
14 H -5.348 3.888 0.581
15 H -4.499 2.471 0.890
16 H -1.394 -0.040 -0.367
17 H -2.842 -0.514 -0.842
18 C 1.880 2.033 -5.306
19 C 2.360 2.364 -3.927
20 C 1.826 3.737 -3.382
21 O 2.250 4.002 -2.036
22 C 2.042 5.326 -1.534
23 N 2.055 1.274 -3.019
24 H 2.241 1.068 -5.661
25 H 2.318 2.793 -5.952
26 H 0.793 2.007 -5.219
27 H 3.446 2.449 -3.900
28 H 0.744 3.619 -3.434
29 H 2.172 4.528 -4.048
30 H 1.483 5.212 -0.605
31 H 1.411 5.925 -2.191
32 H 2.974 5.874 -1.394
33 H 1.079 1.061 -3.166
34 H 2.145 1.678 -2.097
35 C -6.229 0.985 3.282
36 C -6.642 -0.222 2.366
37 C -6.337 -1.595 3.009
38 O -4.907 -1.767 3.091
39 C -4.555 -3.098 3.474
40 N -8.062 -0.077 2.136
41 H -6.891 1.238 4.111
42 H -5.990 1.882 2.711
43 H -5.259 0.801 3.744
44 H -6.045 -0.157 1.456
45 H -6.733 -2.413 2.408
46 H -6.810 -1.629 3.990
47 H -5.103 -3.288 4.396
48 H -3.478 -3.189 3.618
49 H -4.918 -3.724 2.658
50 H -8.579 -0.108 3.003
51 H -8.222 0.809 1.677
52 C 1.585 -0.328 0.094
53 C 1.555 -0.788 1.536
54 C 0.165 -1.157 2.131
55 O -0.879 -0.261 1.913
56 C -2.090 -0.737 2.450
57 N 2.484 -1.950 1.562
58 H 2.629 -0.196 -0.190
59 H 0.885 0.464 -0.172
60 H 1.128 -1.104 -0.520
61 H 1.932 0.056 2.112
62 H 0.312 -1.362 3.192
63 H -0.174 -2.132 1.779
64 H -2.857 0.024 2.310
65 H -1.968 -0.907 3.520
66 H -2.553 -1.631 2.032
67 H 2.575 -2.285 2.511
68 H 1.860 -2.639 1.167
69 C 4.017 -1.697 -4.811
70 C 2.592 -2.231 -4.591
71 C 2.242 -2.580 -3.136
72 O 3.155 -3.567 -2.775
73 C 2.956 -4.067 -1.471
74 N 1.696 -1.216 -5.050
75 H 4.740 -2.176 -4.150
76 H 4.134 -0.617 -4.720
77 H 4.250 -1.897 -5.857
78 H 2.473 -3.156 -5.156
79 H 1.204 -2.909 -3.081
80 H 2.394 -1.716 -2.488
81 H 3.669 -4.841 -1.189
82 H 1.971 -4.534 -1.485
83 H 2.911 -3.324 -0.674
84 H 2.138 -0.899 -5.901
85 H 1.709 -0.461 -4.379
86 O 4.756 0.275 -2.143
87 H 5.123 1.049 -1.716
88 H 3.890 0.553 -2.441
89 O 4.222 1.552 1.526
90 H 5.058 1.091 1.599
91 H 4.223 1.912 0.639
92 O 1.032 -4.543 1.028
93 H 0.447 -4.788 0.311
94 H 0.502 -4.651 1.818
95 O -0.769 2.079 3.372
96 H -0.008 2.578 3.075
97 H -0.854 1.369 2.736
98 O -0.952 0.955 6.177
99 H -1.598 1.332 6.773
100 H -1.158 1.339 5.325
101 O 5.065 -1.424 0.177
102 H 4.704 -1.120 -0.655
103 H 4.379 -1.239 0.818
104 O 4.536 -0.810 4.660
105 H 3.601 -0.792 4.864
106 H 4.965 -0.549 5.475
107 O -0.514 0.265 -3.328
108 H -0.912 0.182 -2.462
109 H -0.547 -0.620 -3.693
110 O 3.616 -5.098 1.483
111 H 2.696 -5.100 1.219
112 H 3.895 -4.189 1.373
113 O 3.153 1.656 3.939
114 H 3.508 1.704 3.052
115 H 3.875 1.321 4.469

Output
LUMO energy   -0.22 eV
Spin multiplicity   1
Orbital gap   8.612 eV
F_max   0.04202 hartree/bohr
Relative energy (zero: lowest compared OMol25 entry of this formula, charge and spin)   8.7 kcal/mol